[1]
# H16O8

A 8-piece molecular cluster, H16O8 overall in a non-equilibrium geometry (the ωB97M-V functional and the def2-TZVPD basis, OMol25).

The geometry in XYZ format:
```
24
Properties=species:S:1:pos:R:3:lowdin_charge:R:1
O -0.503 -0.355 -0.816 -0.101
H -0.998 0.264 -0.172 0.068
H 0.242 -0.510 -0.240 0.011
O -2.366 1.273 -1.545 -0.064
H -2.019 1.926 -2.206 0.084
H -2.995 1.814 -1.079 0.029
O -4.856 -0.575 -0.189 -0.043
H -4.104 -0.127 -0.526 0.001
H -5.681 -0.098 -0.364 0.069
O 3.376 -0.081 -1.046 -0.076
H 3.789 0.318 -1.824 0.039
H 2.386 -0.079 -1.212 0.054
O -3.778 -2.102 1.394 -0.095
H -3.461 -1.875 0.527 -0.005
H -4.259 -1.316 1.769 0.052
O 1.953 3.547 0.733 -0.042
H 2.492 3.691 -0.069 0.054
H 1.078 3.833 0.704 -0.012
O 4.372 -2.868 -1.299 -0.014
H 3.933 -2.984 -2.161 0.053
H 3.745 -2.629 -0.730 -0.062
O 2.570 -0.598 3.122 -0.017
H 1.888 -0.476 3.704 -0.024
H 3.197 0.009 3.525 0.042
```

HOMO = -10.5 eV
Strongest force on any atom = 0.120 hartree/bohr
ΔE to the lowest compared entry with this formula, charge and spin = 393.1 kJ/mol
Calculated total energy = -16637.9364 eV

[2]
# H16O8

A 8-piece molecular cluster, H16O8 overall in a non-equilibrium geometry (the ωB97M-V functional and the def2-TZVPD basis, OMol25).

The geometry in XYZ format:
```
24
Properties=species:S:1:pos:R:3:lowdin_charge:R:1
O -13.495 19.706 -4.298 -0.031
H -13.451 19.565 -5.243 0.080
H -13.898 20.569 -4.202 0.068
O -10.800 19.467 -3.627 -0.051
H -10.747 20.115 -2.924 0.012
H -11.722 19.211 -3.648 -0.028
O -15.636 16.005 -1.807 -0.021
H -15.806 15.322 -2.456 0.088
H -14.770 15.794 -1.458 0.081
O -15.903 19.282 0.284 0.446
H -15.608 19.391 -0.620 0.081
H -16.318 18.420 0.299 0.065
O -17.482 17.147 -0.142 0.002
H -18.396 16.866 -0.199 0.089
H -17.068 16.776 -0.921 0.011
O -14.416 18.576 -1.712 -0.017
H -13.975 18.935 -2.481 0.033
H -14.959 17.866 -2.055 0.030
O -11.931 21.460 -1.127 -0.028
H -12.519 21.806 -1.798 0.032
H -12.317 20.619 -0.880 -0.026
O -12.273 19.337 0.559 0.005
H -12.924 18.784 0.127 0.009
H -12.308 19.074 1.479 0.069
```

HOMO (spin up / spin down) = -13.3 / -13.3 eV
Strongest force on any atom = 0.058 hartree/bohr
<S²> = 0.754
Multiplicity = 2
ΔE to the lowest compared entry with this formula, charge and spin = 51.8 kJ/mol
Calculated total energy = -16629.4699 eV
Charge = +1

[3]
# H16O8

A 8-piece molecular cluster, H16O8 overall in a non-equilibrium geometry (the ωB97M-V functional and the def2-TZVPD basis, OMol25).

The geometry in XYZ format:
```
24
Properties=species:S:1:pos:R:3:lowdin_charge:R:1
O -1.460 -0.415 -2.254 -0.032
H -1.647 -0.602 -3.174 0.068
H -1.061 -1.219 -1.922 0.006
O -0.141 0.632 0.512 0.022
H -0.470 -0.125 0.027 0.028
H 0.713 0.815 0.121 0.006
O 2.410 1.653 -0.240 -0.018
H 2.489 0.706 -0.124 0.065
H 2.946 1.846 -1.009 0.089
O 0.316 -2.355 -0.763 -0.021
H 0.800 -2.935 -1.352 0.081
H 0.979 -1.761 -0.413 0.050
O -1.693 -2.985 1.296 -0.014
H -2.315 -3.441 0.728 0.044
H -0.918 -2.857 0.749 -0.015
O 1.390 0.560 2.744 0.150
H 0.979 0.267 3.558 0.094
H 0.665 0.645 2.126 0.014
O -3.507 0.124 -0.300 0.095
H -4.316 -0.382 -0.369 0.073
H -2.920 -0.274 -0.942 0.004
O 2.183 4.178 0.690 0.127
H 2.105 3.269 0.400 0.004
H 2.473 4.654 -0.088 0.079
```

HOMO (spin up / spin down) = -14.7 / -13.4 eV
Strongest force on any atom = 0.028 hartree/bohr
<S²> = 0.756
Multiplicity = 2
ΔE to the lowest compared entry with this formula, charge and spin = 138.6 kJ/mol
Calculated total energy = -16628.5705 eV
Charge = +1

[4]
# H17O9

A 9-piece molecular cluster, H17O9 overall in a non-equilibrium geometry (the ωB97M-V functional and the def2-TZVPD basis, OMol25).

The geometry in XYZ format:
```
26
Properties=species:S:1:pos:R:3:lowdin_charge:R:1
O 4.022 0.084 1.304 -0.104
H -1.012 2.154 -1.277 0.058
H -0.881 -2.973 0.883 0.034
O -1.585 2.860 1.916 -0.082
H -1.729 2.309 2.690 0.021
O 0.508 -0.167 -0.764 -0.358
H -0.270 -0.734 -0.829 -0.004
H -0.600 1.085 -0.460 0.033
O 2.804 -1.202 -0.981 -0.131
H 0.737 0.002 0.826 -0.021
H 1.876 -0.888 -0.682 -0.008
O -1.623 -2.648 1.408 -0.067
H 3.692 -0.628 0.718 -0.002
H 2.795 -1.135 -1.936 0.018
O 0.912 0.212 1.794 -0.102
H -0.945 0.145 -3.364 0.007
H 0.057 0.515 2.110 0.002
O -1.472 1.612 -0.621 -0.122
H -2.372 -2.956 0.880 0.021
H -1.386 2.258 1.174 -0.014
O -3.151 -0.825 -0.471 -0.068
H -3.831 -0.194 -0.725 0.033
H -2.365 -0.276 -0.610 -0.009
O 0.016 0.160 -3.379 -0.118
H 0.269 0.127 -2.409 -0.019
H 3.203 0.596 1.354 0.002
```

HOMO = -6.7 eV
Strongest force on any atom = 0.038 hartree/bohr
ΔE to the lowest compared entry with this formula, charge and spin = 57.6 kJ/mol
Calculated total energy = -18705.9279 eV
Charge = -1

[5]
# H18HeO9

H18HeO9 as an isolated structure (the ωB97M-V functional and the def2-TZVPD basis, OMol25).

The geometry in XYZ format:
```
28
Properties=species:S:1:pos:R:3:lowdin_charge:R:1
He -0.578 -0.879 0.590 0.165
O -0.708 -1.579 -3.768 -0.067
H -1.597 -1.292 -3.559 0.014
H -0.142 -0.919 -3.368 -0.026
O 2.644 0.760 2.441 -0.033
H 2.895 1.162 1.609 0.041
H 2.773 -0.179 2.302 0.043
O -2.676 -3.050 1.001 -0.056
H -3.380 -3.629 0.709 0.042
H -2.283 -3.507 1.744 0.034
O 3.283 -1.243 -1.170 -0.025
H 2.897 -1.636 -0.387 0.047
H 4.097 -0.845 -0.862 0.051
O -2.573 -0.631 -0.944 -0.087
H -2.946 -0.995 -0.141 -0.010
H -1.672 -0.408 -0.711 -0.049
O 0.721 2.692 -1.549 -0.042
H 1.129 2.524 -0.700 0.024
H -0.189 2.418 -1.436 0.049
O 1.348 0.223 -2.634 -0.056
H 2.023 -0.142 -2.062 -0.015
H 1.349 1.160 -2.438 -0.008
O -1.856 1.794 3.323 -0.029
H -2.633 2.353 3.296 0.062
H -2.201 0.902 3.279 0.054
O 0.099 1.791 1.449 -0.081
H -0.666 1.628 1.999 -0.030
H 0.844 1.525 1.988 -0.013
```

HOMO = -10.1 eV
Strongest force on any atom = 0.019 hartree/bohr
ΔE to the lowest compared entry with this formula, charge and spin = 72.0 kJ/mol
Calculated total energy = -18798.6474 eV

[6]
# H18N6

A 6-piece molecular cluster, H18N6 overall in a non-equilibrium geometry (the ωB97M-V functional and the def2-TZVPD basis, OMol25).

The geometry in XYZ format:
```
24
Properties=species:S:1:pos:R:3:lowdin_charge:R:1
N -2.243 -0.239 0.025 0.006
H -2.789 0.455 -0.446 -0.008
H -2.402 0.078 1.051 0.033
H -2.499 -1.204 -0.090 -0.005
N 3.063 1.716 -2.382 -0.012
H 2.787 2.724 -2.245 0.054
H 4.051 1.507 -2.390 0.012
H 2.812 1.630 -3.387 0.019
N -2.651 -2.490 3.572 -0.021
H -3.559 -1.988 3.466 0.023
H -2.568 -3.401 4.084 0.026
H -2.221 -2.661 2.669 -0.015
N 1.002 -0.579 -3.746 0.024
H 1.736 -0.960 -4.322 0.008
H 1.159 -0.088 -2.855 -0.013
H 0.176 -0.218 -4.106 -0.032
N 1.021 1.355 -0.305 0.052
H 1.981 1.241 -0.474 -0.045
H 0.674 1.413 -1.236 -0.022
H 0.675 0.634 0.220 -0.067
N -0.074 0.339 3.058 -0.012
H -0.049 -0.527 3.618 0.001
H 0.318 0.168 2.127 -0.033
H -1.114 0.489 2.758 0.025
```

HOMO = -9.3 eV
Strongest force on any atom = 0.071 hartree/bohr
ΔE to the lowest compared entry with this formula, charge and spin = 128.9 kJ/mol
Calculated total energy = -9231.8602 eV

[7]
# H18NO7

A 8-piece molecular cluster, H18NO7 overall in a non-equilibrium geometry (the ωB97M-V functional and the def2-TZVPD basis, OMol25).

The geometry in XYZ format:
```
26
Properties=species:S:1:pos:R:3:lowdin_charge:R:1
N -27.451 -13.993 35.296 0.326
H -26.892 -14.480 34.612 0.097
H -27.675 -14.274 36.347 0.187
H -28.302 -13.721 35.184 -0.003
H -26.900 -13.181 35.551 0.122
O -24.352 -12.759 34.787 -0.061
H -24.651 -12.625 33.939 -0.041
H -23.444 -13.292 34.594 0.148
O -30.750 -12.984 34.304 0.022
H -30.848 -12.172 33.807 0.058
H -31.352 -13.077 34.943 -0.035
O -29.360 -12.828 37.186 -0.062
H -30.179 -12.480 36.814 0.034
H -29.426 -12.625 38.161 0.091
O -28.773 -16.480 37.523 -0.082
H -28.103 -17.160 37.883 0.111
H -29.381 -16.467 38.288 0.069
O -28.524 -16.732 34.821 0.029
H -28.602 -16.481 35.641 -0.126
H -28.087 -17.559 34.905 0.041
O -25.345 -15.382 33.365 0.037
H -24.631 -14.981 33.594 -0.094
H -25.113 -16.303 33.580 0.090
O -27.674 -12.166 32.775 -0.093
H -28.188 -11.425 33.154 0.046
H -26.670 -11.923 32.772 0.088
```

HOMO = -14.4 eV
Strongest force on any atom = 0.170 hartree/bohr
ΔE to the lowest compared entry with this formula, charge and spin = 463.8 kJ/mol
Calculated total energy = -16106.5685 eV
Charge = +1

[8]
# H18O9

A 9-piece molecular cluster, H18O9 overall (the ωB97M-V functional and the def2-TZVPD basis, OMol25).

The geometry in XYZ format:
```
27
Properties=species:S:1:pos:R:3:lowdin_charge:R:1
O -2.330 0.106 -1.522 -0.086
H -2.065 -0.361 -2.314 0.005
H -1.667 -0.126 -0.872 -0.022
O 2.393 0.502 -2.463 -0.093
H 1.751 0.499 -3.173 0.009
H 2.347 1.387 -2.101 0.017
O 1.272 -1.725 1.428 -0.109
H 1.872 -2.304 1.897 0.026
H 0.443 -2.202 1.410 0.022
O 0.800 -2.518 -1.889 -0.072
H 1.304 -1.737 -1.662 0.005
H 0.936 -2.626 -2.830 0.035
O 0.144 0.452 -0.389 -0.095
H 0.400 -0.452 -0.207 -0.012
H 0.057 0.855 0.475 0.014
O -0.385 0.467 3.142 -0.119
H 0.301 -0.198 3.084 -0.009
H 0.089 1.299 3.162 -0.033
O 0.206 3.083 2.330 -0.216
H -0.424 3.277 3.024 0.018
H 0.780 3.849 2.306 0.002
O -1.525 2.888 0.112 -0.112
H -0.909 3.066 0.822 -0.044
H -1.096 2.214 -0.415 -0.021
O -1.687 -3.304 -0.754 -0.087
H -0.846 -2.937 -1.027 -0.043
H -2.160 -3.454 -1.573 0.017
```

HOMO (spin up / spin down) = 0.5 / -7.4 eV
Strongest force on any atom = 0.019 hartree/bohr
<S²> = 0.750
Multiplicity = 2
ΔE to the lowest compared entry with this formula, charge and spin = 82.9 kJ/mol
Calculated total energy = -18719.3829 eV
Charge = -1

[9]
# H18O9

A 9-piece molecular cluster, H18O9 overall in a non-equilibrium geometry (the ωB97M-V functional and the def2-TZVPD basis, OMol25).

The geometry in XYZ format:
```
27
Properties=species:S:1:pos:R:3:lowdin_charge:R:1
O 6.335 -29.900 34.375 -0.213
H 6.508 -30.013 35.404 0.009
H 5.686 -30.698 33.937 0.135
O 6.956 -26.629 38.676 0.051
H 6.032 -27.144 38.708 0.181
H 7.377 -27.059 39.210 -0.097
O 7.182 -23.984 38.343 0.029
H 6.993 -24.879 38.376 -0.031
H 6.684 -23.745 37.631 0.022
O 11.593 -26.821 37.834 0.015
H 10.720 -26.621 37.690 -0.043
H 11.799 -27.641 37.518 -0.045
O 9.259 -24.302 36.847 -0.097
H 10.030 -24.117 37.316 -0.016
H 8.556 -23.862 37.507 0.049
O 8.594 -27.762 36.793 0.009
H 8.305 -27.062 37.331 0.006
H 8.100 -28.489 36.653 -0.052
O 7.110 -30.082 37.048 -0.119
H 6.238 -30.027 37.633 0.144
H 7.757 -30.763 37.442 0.122
O 8.376 -26.489 34.003 -0.094
H 8.647 -27.171 34.560 -0.045
H 8.243 -25.507 34.345 0.102
O 10.953 -29.295 36.552 -0.088
H 10.082 -28.844 36.674 0.000
H 10.829 -30.135 37.083 0.068
```

HOMO = -10.2 eV
Strongest force on any atom = 0.297 hartree/bohr
ΔE to the lowest compared entry with this formula, charge and spin = 570.7 kJ/mol
Calculated total energy = -18716.2207 eV

[10]
# H18O9

H18O9 as an isolated structure in a non-equilibrium geometry (the ωB97M-V functional and the def2-TZVPD basis, OMol25).

The geometry in XYZ format:
```
27
Properties=species:S:1:pos:R:3:lowdin_charge:R:1
O -0.926 0.911 -1.313 -0.054
H -1.382 1.815 -1.354 0.145
H -0.278 0.972 -2.222 0.240
O -0.573 1.208 2.550 -0.005
H 0.165 1.267 2.049 -0.055
H -1.154 1.275 1.832 -0.045
O 1.176 -2.680 0.508 -0.030
H 1.030 -3.581 0.409 0.029
H 0.336 -2.223 0.798 0.026
O -2.683 0.778 0.853 -0.021
H -2.770 1.308 0.106 -0.003
H -2.288 -0.027 0.455 0.034
O -0.901 -1.180 1.160 0.031
H -1.242 -1.991 1.103 0.006
H -0.678 -1.263 2.067 0.081
O 2.702 -1.022 -0.595 -0.090
H 2.826 -0.818 -1.589 0.100
H 2.228 -1.834 -0.453 -0.043
O 1.537 3.475 -0.358 -0.045
H 1.268 2.626 0.022 -0.025
H 2.037 3.570 0.373 -0.038
O -1.181 -1.857 -2.107 -0.004
H -0.254 -2.080 -1.881 0.051
H -1.239 -0.983 -1.934 -0.083
O 0.801 1.033 0.119 -0.063
H 0.053 0.950 -0.513 -0.129
H 1.392 0.351 -0.086 -0.010
```

HOMO = -10.4 eV
Strongest force on any atom = 0.139 hartree/bohr
ΔE to the lowest compared entry with this formula, charge and spin = 494.4 kJ/mol
Calculated total energy = -18717.0110 eV

[11]
# H18O9

A 9-piece molecular cluster, H18O9 overall (the ωB97M-V functional and the def2-TZVPD basis, OMol25).

The geometry in XYZ format:
```
27
Properties=species:S:1:pos:R:3:lowdin_charge:R:1
O -2.326 -5.252 -13.803 -0.039
H -2.652 -5.335 -14.707 0.070
H -1.939 -4.373 -13.744 0.063
O -3.320 -4.283 -9.690 -0.057
H -3.263 -3.376 -9.377 0.053
H -4.078 -4.304 -10.296 0.004
O -4.894 -9.696 -10.466 -0.058
H -4.702 -8.835 -10.850 -0.008
H -4.117 -9.866 -9.918 0.002
O -3.566 -7.163 -11.795 -0.045
H -3.360 -6.408 -12.363 0.012
H -3.151 -6.957 -10.948 0.035
O -5.295 -4.343 -11.712 -0.039
H -5.949 -4.995 -11.984 0.067
H -5.313 -3.662 -12.390 0.058
O -3.395 -9.353 -13.854 -0.073
H -2.447 -9.347 -14.021 0.003
H -3.493 -8.840 -13.040 -0.015
O -1.735 -6.453 -8.813 -0.066
H -2.035 -5.674 -9.312 -0.002
H -2.066 -6.295 -7.923 0.043
O -3.077 -9.279 -8.164 -0.053
H -2.764 -9.166 -7.263 0.041
H -2.619 -8.596 -8.673 0.013
O -0.949 -7.744 -14.487 -0.055
H -0.161 -7.470 -14.965 0.040
H -1.194 -6.989 -13.934 0.005
```

HOMO = -10.0 eV
Strongest force on any atom = 0.006 hartree/bohr
ΔE to the lowest compared entry with this formula, charge and spin = 178.3 kJ/mol
Calculated total energy = -18720.2873 eV

[12]
# H18O9

A 9-piece molecular cluster, H18O9 overall (the ωB97M-V functional and the def2-TZVPD basis, OMol25).

The geometry in XYZ format:
```
27
Properties=species:S:1:pos:R:3:lowdin_charge:R:1
O -0.223 -0.725 3.301 -0.045
H -0.586 -0.041 3.873 0.063
H -0.569 -0.527 2.421 0.012
O 0.167 -0.366 0.377 -0.047
H 0.018 0.077 -0.468 0.013
H 1.118 -0.508 0.421 0.055
O 2.069 2.478 -1.354 -0.034
H 2.376 2.709 -2.237 0.065
H 2.725 1.862 -1.011 0.063
O -0.216 -0.803 -2.587 -0.049
H 0.159 -1.220 -3.367 0.046
H -0.751 -0.075 -2.932 -0.003
O -2.382 -2.108 0.829 -0.049
H -1.645 -1.492 0.733 -0.005
H -3.160 -1.547 0.898 0.045
O -1.114 1.662 -3.690 -0.061
H -1.810 2.296 -3.882 0.055
H -0.973 1.734 -2.733 -0.008
O 2.452 0.083 2.853 -0.083
H 1.509 -0.155 2.927 -0.022
H 2.866 -0.337 3.612 0.032
O -0.725 2.425 -0.955 -0.063
H -0.829 2.772 -0.065 0.059
H 0.227 2.515 -1.145 0.005
O -0.120 -3.926 1.516 -0.060
H 0.340 -3.090 1.633 0.010
H -0.923 -3.693 1.034 0.008
```

HOMO = -10.5 eV
Strongest force on any atom = 0.010 hartree/bohr
ΔE to the lowest compared entry with this formula, charge and spin = 172.3 kJ/mol
Calculated total energy = -18720.3499 eV